Entry 1:
Formula: C5H6Li2O4V
Source: OMol25
Level of theory: ωB97M-V with the def2-TZVPD basis set

Structure (XYZ):
```
18
Properties=species:S:1:pos:R:3
O 0.83 -0.95 -0.50
C 1.45 -0.52 0.51
O 1.92 0.67 0.41
V 0.70 1.03 -1.20
Li 3.20 1.54 1.44
O -1.17 1.11 -1.51
Li -0.61 -1.85 -1.37
C -1.83 0.04 -1.33
O -3.12 0.26 -1.45
C -4.02 -0.71 -0.92
H -4.91 -0.18 -0.56
H -4.31 -1.43 -1.70
H -3.54 -1.24 -0.09
C 1.43 -1.26 1.78
C 0.62 -1.02 2.82
H 2.27 -1.94 1.89
H 0.79 -1.53 3.78
H -0.32 -0.47 2.74
```

Its net charge is +2. The calculation puts the HOMO-LUMO gap (spin up / spin down) at 8.24 / 8.04 eV. As for the energy: -1453.6128 hartree. The spin multiplicity is 4. Its HOMO energy (spin up / spin down) is -15.8 / -15.9 eV. As for the LUMO energy (spin up / spin down): -7.58 / -7.83 eV.

Atomic partial charges in e from the Löwdin method, atoms 1 to 5: atom 1 (O): -0.14, atom 2 (C): -0.58, atom 3 (O): -0.19, atom 4 (V): 1.21, atom 5 (Li): 0.89

---

Entry 2:
Formula: C5H6N
Source: OMol25
Level of theory: ωB97M-V with the def2-TZVPD basis set

Structure (XYZ):
```
12
Properties=species:S:1:pos:R:3
C 1.61 -1.43 0.71
N 0.76 -0.78 0.33
C -0.13 0.10 -0.06
C -1.32 -0.41 -0.79
C 0.59 1.49 -0.14
C -0.02 1.27 0.98
H 2.47 -1.97 0.79
H -1.50 0.04 -1.71
H -2.28 -0.12 -0.38
H -1.25 -1.46 -0.76
H 1.12 1.91 -0.99
H -0.06 1.37 2.02
```

Its net charge is +1. Its energy above the lowest of the compared OMol25 structures with the same formula, charge and spin is 111.3 kcal/mol. The calculation puts the HOMO-LUMO gap at 10.32 eV. As for the energy: -248.4383 hartree. The spin multiplicity is 1. Its HOMO energy is -14.8 eV. As for the LUMO energy: -4.49 eV.

Atomic partial charges in e from the Löwdin method, atoms 1 to 5: atom 1 (C): 0.36, atom 2 (N): 0.15, atom 3 (C): -0.42, atom 4 (C): 0.02, atom 5 (C): 0.14

---

Entry 3:
Formula: C5H6N
Source: OMol25
Level of theory: ωB97M-V with the def2-TZVPD basis set

Structure (XYZ):
```
12
Properties=species:S:1:pos:R:3
C -1.30 2.48 -0.15
C -0.08 1.84 -0.36
C -0.32 0.53 -0.15
N -0.03 -0.63 -0.27
C 0.24 -1.84 -0.04
C 1.33 -2.37 0.66
H -1.63 3.49 -0.23
H -2.18 1.89 0.00
H 0.91 2.19 -0.47
H -0.39 -2.62 -0.50
H 2.03 -1.64 1.08
H 1.42 -3.31 0.42
```

Its net charge is +1. Its energy above the lowest of the compared OMol25 structures with the same formula, charge and spin is 97.2 kcal/mol. The calculation puts the HOMO-LUMO gap (spin up / spin down) at 8.32 / 8.31 eV. As for the energy: -248.4608 hartree. The spin multiplicity is 1. Its HOMO energy (spin up / spin down) is -14.3 / -14.3 eV. As for the LUMO energy (spin up / spin down): -5.96 / -5.96 eV.

Atomic partial charges in e from the Löwdin method, atoms 1 to 5: atom 1 (C): 0.19, atom 2 (C): -0.03, atom 3 (C): 0.06, atom 4 (N): 0.18, atom 5 (C): -0.18

---

Entry 4:
Formula: C5H6N
Source: OMol25
Level of theory: ωB97M-V with the def2-TZVPD basis set

Structure (XYZ):
```
12
Properties=species:S:1:pos:R:3
C -1.88 -0.63 -0.04
N -0.55 -0.11 -0.04
C 0.88 -1.17 0.20
C 1.93 -0.44 -0.18
C 1.50 0.84 0.01
C 0.07 1.01 0.13
H -1.94 -1.72 0.03
H -2.34 -0.46 -1.15
H -2.48 -0.18 0.68
H 3.03 -0.67 -0.26
H 2.11 1.61 0.32
H -0.34 1.91 0.29
```

Its net charge is +1. Its energy above the lowest of the compared OMol25 structures with the same formula, charge and spin is 137.8 kcal/mol. The calculation puts the HOMO-LUMO gap (spin up / spin down) at 7.65 / 7.76 eV. As for the energy: -248.3961 hartree. The spin multiplicity is 1. Its HOMO energy (spin up / spin down) is -14.9 / -15.0 eV. As for the LUMO energy (spin up / spin down): -7.21 / -7.28 eV.

Atomic partial charges in e from the Löwdin method, atoms 1 to 5: atom 1 (C): -0.02, atom 2 (N): -0.02, atom 3 (C): 0.32, atom 4 (C): -0.09, atom 5 (C): 0.04

---

Entry 5:
Formula: C5H6N
Source: OMol25
Level of theory: ωB97M-V with the def2-TZVPD basis set

Structure (XYZ):
```
12
Properties=species:S:1:pos:R:3
C -1.49 -0.67 -0.42
C -1.51 0.44 0.61
C -1.50 0.84 -1.00
C -0.29 0.95 -0.06
C 0.88 -1.18 0.70
N -0.14 -0.47 0.00
H -1.18 0.67 -2.14
H -2.39 1.57 -1.06
H 0.50 2.39 0.43
H 1.69 -0.43 1.22
H 0.37 -1.94 1.29
H 1.26 -1.81 -0.16
```

Its net charge is +1. Its energy above the lowest of the compared OMol25 structures with the same formula, charge and spin is 282.1 kcal/mol. The calculation puts the HOMO-LUMO gap at 8.41 eV. As for the energy: -248.1661 hartree. The spin multiplicity is 1. Its HOMO energy is -14.4 eV. As for the LUMO energy: -6.02 eV.

Atomic partial charges in e from the Löwdin method, atoms 1 to 5: atom 1 (C): 0.00, atom 2 (C): 0.16, atom 3 (C): -0.10, atom 4 (C): -0.17, atom 5 (C): 0.02

---

Entry 6:
Formula: C5H6N
Source: OMol25
Level of theory: ωB97M-V with the def2-TZVPD basis set

Structure (XYZ):
```
12
Properties=species:S:1:pos:R:3
C 0.30 -0.24 -0.21
C 0.42 1.98 -0.62
C -0.07 1.96 0.78
C -0.48 -1.36 0.23
C 0.44 -1.29 -1.06
N 0.65 0.90 0.18
H 0.56 2.67 1.38
H -1.11 1.81 1.18
H -0.39 -1.70 1.26
H -1.55 -1.32 -0.18
H -0.14 -1.47 -1.92
H 1.37 -1.93 -1.00
```

Its net charge is +1. Its energy above the lowest of the compared OMol25 structures with the same formula, charge and spin is 172.2 kcal/mol. The calculation puts the HOMO-LUMO gap at 9.16 eV. As for the energy: -248.3412 hartree. The spin multiplicity is 1. Its HOMO energy is -15.4 eV. As for the LUMO energy: -6.21 eV.

Atomic partial charges in e from the Löwdin method, atoms 1 to 5: atom 1 (C): -0.24, atom 2 (C): 0.28, atom 3 (C): -0.05, atom 4 (C): 0.05, atom 5 (C): 0.05

---

Entry 7:
Formula: C5H6N
Source: OMol25
Level of theory: ωB97M-V with the def2-TZVPD basis set

Structure (XYZ):
```
12
Properties=species:S:1:pos:R:3
C 0.38 2.13 2.29
C -0.77 0.47 0.82
C -0.75 1.49 1.72
C 0.49 0.09 0.23
C 0.55 -0.76 -1.02
N 1.43 2.60 2.40
H -1.75 -0.07 0.53
H -1.60 1.72 2.41
H 1.47 0.23 0.69
H 1.22 -0.18 -1.66
H -0.47 -0.70 -1.34
H 0.99 -1.78 -0.80
```

Its net charge is +1. Its energy above the lowest of the compared OMol25 structures with the same formula, charge and spin is 84.6 kcal/mol. The calculation puts the HOMO-LUMO gap (spin up / spin down) at 8.53 / 8.53 eV. As for the energy: -248.4808 hartree. The spin multiplicity is 1. Its HOMO energy (spin up / spin down) is -16.4 / -16.4 eV. As for the LUMO energy (spin up / spin down): -7.92 / -7.92 eV.

Atomic partial charges in e from the Löwdin method, atoms 1 to 5: atom 1 (C): -0.15, atom 2 (C): -0.02, atom 3 (C): 0.02, atom 4 (C): 0.08, atom 5 (C): 0.00

---

Entry 8:
Formula: C5H6N
Source: OMol25
Level of theory: ωB97M-V with the def2-TZVPD basis set

Structure (XYZ):
```
12
Properties=species:S:1:pos:R:3
C -0.80 0.28 1.20
C 0.57 0.43 -0.74
C -0.13 -0.70 0.11
C 0.47 1.72 -0.02
C -1.65 -0.39 1.89
N -0.31 1.54 1.01
H -2.07 -1.10 2.46
H 1.61 0.08 -0.98
H -0.12 0.31 -1.70
H -1.01 -1.17 -0.38
H 0.63 -1.44 0.36
H 1.09 2.61 0.04
```

Its net charge is +1. Its energy above the lowest of the compared OMol25 structures with the same formula, charge and spin is 123.2 kcal/mol. The calculation puts the HOMO-LUMO gap at 8.14 eV. As for the energy: -248.4193 hartree. The spin multiplicity is 1. Its HOMO energy is -15.2 eV. As for the LUMO energy: -7.10 eV.

Atomic partial charges in e from the Löwdin method, atoms 1 to 5: atom 1 (C): -0.28, atom 2 (C): -0.12, atom 3 (C): -0.02, atom 4 (C): 0.01, atom 5 (C): 0.48

---

Entry 9:
Formula: C5H6N
Source: OMol25
Level of theory: ωB97M-V with the def2-TZVPD basis set

Structure (XYZ):
```
12
Properties=species:S:1:pos:R:3
C -3.48 -0.07 0.11
C -2.34 0.86 0.00
C -0.99 0.74 -0.16
C -0.21 -0.51 -0.12
C 1.17 -0.63 0.12
N -4.43 -0.75 0.03
H -2.80 1.86 -0.06
H -0.55 1.73 -0.31
H -0.81 -1.40 -0.03
H 1.67 0.33 0.20
H 1.82 -1.40 -0.36
H 1.12 -1.05 1.08
```

Its net charge is +1. Its energy above the lowest of the compared OMol25 structures with the same formula, charge and spin is 81.3 kcal/mol. The calculation puts the HOMO-LUMO gap at 8.40 eV. As for the energy: -248.4861 hartree. The spin multiplicity is 1. Its HOMO energy is -16.2 eV. As for the LUMO energy: -7.79 eV.

Atomic partial charges in e from the Löwdin method, atoms 1 to 5: atom 1 (C): -0.13, atom 2 (C): 0.03, atom 3 (C): -0.02, atom 4 (C): 0.08, atom 5 (C): -0.01

---

Entry 10:
Formula: C5H6N
Source: OMol25
Level of theory: ωB97M-V with the def2-TZVPD basis set

Structure (XYZ):
```
12
Properties=species:S:1:pos:R:3
C -0.18 -1.47 1.38
C 0.41 0.72 -1.41
C -0.61 0.66 0.95
C 0.34 -1.27 0.08
C 0.09 0.09 -0.25
N -0.72 -0.39 1.86
H -0.16 -2.39 1.95
H 0.18 1.76 -1.56
H 0.89 0.19 -2.22
H -0.08 1.50 1.43
H -1.61 1.07 0.74
H 0.83 -2.01 -0.53
```

Its net charge is +1. Its energy above the lowest of the compared OMol25 structures with the same formula, charge and spin is 0.0 kcal/mol. The calculation puts the HOMO-LUMO gap (spin up / spin down) at 9.43 / 7.11 eV. As for the energy: -248.4592 hartree. The spin multiplicity is 3. Its HOMO energy (spin up / spin down) is -13.8 / -16.1 eV. As for the LUMO energy (spin up / spin down): -4.40 / -8.94 eV.

Atomic partial charges in e from the Löwdin method, atoms 1 to 5: atom 1 (C): -0.01, atom 2 (C): 0.19, atom 3 (C): -0.11, atom 4 (C): 0.07, atom 5 (C): -0.24

---

Entry 11:
Formula: C5H6N2
Source: OMol25
Level of theory: ωB97M-V with the def2-TZVPD basis set

Structure (XYZ):
```
13
Properties=species:S:1:pos:R:3
C -0.19 -1.32 -1.87
C -0.50 0.10 -1.66
N -0.09 0.38 -0.38
C 0.31 -0.80 0.16
N 0.21 -1.85 -0.61
C 0.58 -0.19 1.54
C 0.02 1.13 0.91
H -1.42 -0.99 -1.94
H -0.75 0.86 -2.40
H 1.63 -0.14 1.83
H -0.01 -0.60 2.36
H 0.72 1.98 0.86
H -0.95 1.45 1.30
```

Its energy above the lowest of the compared OMol25 structures with the same formula, charge and spin is 103.3 kcal/mol. The calculation puts the HOMO-LUMO gap at 8.96 eV. As for the energy: -303.4714 hartree. The spin multiplicity is 1. Its HOMO energy is -8.3 eV. As for the LUMO energy: 0.65 eV.

Atomic partial charges in e from the Löwdin method, atoms 1 to 5: atom 1 (C): -0.17, atom 2 (C): -0.13, atom 3 (N): -0.03, atom 4 (C): -0.34, atom 5 (N): 0.07

---

Entry 12:
Formula: C5H6N2
Source: OMol25
Level of theory: ωB97M-V with the def2-TZVPD basis set

Structure (XYZ):
```
13
Properties=species:S:1:pos:R:3
N -3.87 -0.23 -0.14
C -2.78 0.12 -0.13
C -1.43 0.45 -0.13
C -0.79 1.57 0.25
C 0.63 1.03 0.03
C -0.31 -0.51 -0.52
N -0.02 -1.72 0.35
H -1.35 2.49 0.63
H 1.23 1.47 -0.66
H 1.08 0.89 0.99
H -0.06 -0.74 -1.60
H -0.81 -2.18 0.94
H 0.33 -2.39 -0.22
```

Its energy above the lowest of the compared OMol25 structures with the same formula, charge and spin is 74.5 kcal/mol. The calculation puts the HOMO-LUMO gap at 9.73 eV. As for the energy: -303.5174 hartree. The spin multiplicity is 1. Its HOMO energy is -9.2 eV. As for the LUMO energy: 0.55 eV.

Atomic partial charges in e from the Löwdin method, atoms 1 to 5: atom 1 (N): 0.16, atom 2 (C): -0.21, atom 3 (C): -0.29, atom 4 (C): -0.01, atom 5 (C): -0.02